[1]
# C3H10O2

3 unconnected molecules or ions with the total composition C3H10O2 (ωB97M-V/def2-TZVPD, the OMol25 dataset).

Bonds (Å) are listed after each position.
Positions of all 15 atoms, in Å:
1 C -1.698 2.248 1.445  C2 1.336, H4 1.093, H5 1.077
2 C -1.000 1.451 0.633  C1 1.336, C3 1.498, H6 1.087
3 C -0.133 1.968 -0.474  C2 1.498, H7 1.101, H8 1.088, H9 1.090
4 H -2.334 1.618 2.073  C1 1.093
5 H -1.951 3.293 1.385  C1 1.077
6 H -1.050 0.365 0.671  C2 1.087
7 H 0.959 1.892 -0.353  C3 1.101
8 H -0.535 1.609 -1.419  C3 1.088
9 H -0.203 3.056 -0.481  C3 1.090
10 O 1.668 -2.440 0.961  H11 0.956, H12 0.980
11 H 2.126 -1.743 0.493  O10 0.956
12 H 0.692 -2.398 0.891  O10 0.980
13 O 1.081 -3.927 -2.195  H14 0.957, H15 0.961
14 H 1.779 -3.891 -1.541  O13 0.957
15 H 0.599 -3.102 -2.088  O13 0.961

- SMILES: C=CC.O.O
- E_HOMO: -9.95 eV
- Relative energy (zero: lowest compared OMol25 entry of this formula, charge and spin): 117.9 kJ/mol
- Largest force on an atom: 2.8 eV Å⁻¹

---

[2]
# C3H10O2S

2 unconnected molecules or ions with the total composition C3H10O2S (ωB97M-V/def2-TZVPD, the OMol25 dataset).

Bonds (Å) are listed after each position.
Positions of all 16 atoms, in Å:
1 O 1.086 -2.363 -0.700  C2 1.456, H6 0.963
2 C -0.280 -2.457 -0.207  O1 1.456, C3 1.501, H7 1.085, H8 1.100
3 C -1.130 -1.470 -0.954  C2 1.501, C4 1.529, H9 1.117, H10 1.106
4 C -0.829 -0.007 -0.628  C3 1.529, S5 1.825, H11 1.095, H12 1.110
5 S -2.181 1.080 -0.062  C4 1.825, H13 1.361
6 H 1.016 -2.069 -1.614  O1 0.963
7 H -0.174 -2.189 0.839  C2 1.085
8 H -0.570 -3.516 -0.253  C2 1.100
9 H -2.237 -1.620 -0.936  C3 1.117
10 H -1.030 -1.821 -1.998  C3 1.106
11 H -0.182 0.074 0.252  C4 1.095
12 H -0.258 0.409 -1.484  C4 1.110
13 H -2.774 1.531 -1.200  S5 1.361
14 O 3.615 4.770 3.078  H15 0.974, H16 0.985
15 H 2.947 4.124 2.784  O14 0.974
16 H 2.980 5.524 3.082  O14 0.985

- SMILES: OCCCS.O
- E_HOMO: -9.36 eV
- Relative energy (zero: lowest compared OMol25 entry of this formula, charge and spin): 67.2 kJ/mol
- Largest force on an atom: 2.3 eV Å⁻¹

---

[3]
# C3H10O2S

2 unconnected molecules or ions with the total composition C3H10O2S (ωB97M-V/def2-TZVPD, the OMol25 dataset).

Bonds (Å) are listed after each position.
Positions of all 16 atoms, in Å:
1 C -0.397 0.885 -0.915  O2 1.430, H6 1.103, H7 1.103, H8 1.103
2 O -0.603 1.089 0.486  C1 1.430, C3 1.415
3 C -0.388 -0.041 1.310  O2 1.415, C4 1.547, H9 1.107, H10 1.107
4 C -1.682 -0.856 1.540  C3 1.547, S5 1.780, H11 1.107, H12 1.107
5 S -1.235 -2.248 2.556  C4 1.780, H13 1.350
6 H -0.474 1.718 -1.634  C1 1.103
7 H -1.168 0.135 -1.161  C1 1.103
8 H 0.596 0.417 -1.023  C1 1.103
9 H 0.422 -0.711 0.962  C3 1.107
10 H -0.117 0.318 2.322  C3 1.107
11 H -2.477 -0.327 2.100  C4 1.107
12 H -2.122 -1.215 0.589  C4 1.107
13 H -0.759 -2.910 1.480  S5 1.350
14 O 3.319 1.132 -2.517  H15 0.984, H16 0.984
15 H 4.080 0.745 -3.006  O14 0.984
16 H 3.005 1.869 -3.089  O14 0.984

- SMILES: COCCS.O
- E_HOMO: -8.95 eV
- Relative energy (zero: lowest compared OMol25 entry of this formula, charge and spin): 84.1 kJ/mol
- Largest force on an atom: 2.2 eV Å⁻¹

---

[4]
# C3H10O2S2

2 unconnected molecules or ions with the total composition C3H10O2S2 (ωB97M-V/def2-TZVPD, the OMol25 dataset).

Bonds (Å) are listed after each position.
Positions of all 17 atoms, in Å:
1 O 2.312 0.108 0.732  C2 1.477, H7 0.962
2 C 2.098 1.249 -0.180  O1 1.477, C3 1.532, H8 1.205, H9 1.106
3 C 0.731 1.652 -0.743  C2 1.532, C4 1.604, H10 1.104, H11 1.118
4 C -0.075 0.366 -1.260  C3 1.604, S5 1.789, H12 1.119, H13 1.088
5 S -1.700 0.489 -0.523  C4 1.789, S6 2.092
6 S -1.374 -0.600 1.232  S5 2.092, H14 1.344
7 H 2.559 0.549 1.551  O1 0.962
8 H 2.706 2.208 0.221  C2 1.205
9 H 2.749 1.070 -1.056  C2 1.106
10 H 0.301 2.016 0.207  C3 1.104
11 H 0.774 2.328 -1.634  C3 1.118
12 H -0.111 0.132 -2.353  C4 1.119
13 H 0.437 -0.500 -0.845  C4 1.088
14 H -2.599 -1.153 1.201  S6 1.344
15 O 0.729 -2.567 -0.255  H16 0.956, H17 0.966
16 H 1.059 -1.746 0.107  O15 0.956
17 H 0.454 -3.057 0.531  O15 0.966

- SMILES: OCCCSS.O
- E_HOMO: -8.24 eV
- Relative energy (zero: lowest compared OMol25 entry of this formula, charge and spin): 142.1 kJ/mol
- Largest force on an atom: 4.6 eV Å⁻¹

---

[5]
# C3H10O3

2 unconnected molecules or ions with the total composition C3H10O3 (ωB97M-V/def2-TZVPD, the OMol25 dataset).

Bonds (Å) are listed after each position.
Positions of all 16 atoms, in Å:
1 O -0.195 0.319 2.615  C2 1.498, H6 0.942
2 C -0.120 0.120 1.132  O1 1.498, C3 1.622, H7 1.060, H8 1.157
3 C 0.309 1.479 0.359  C2 1.622, C4 1.575, H9 1.076, H10 1.190
4 C 0.337 1.246 -1.199  C3 1.575, O5 1.458, H11 1.102, H12 1.061
5 O 0.648 2.450 -1.961  C4 1.458, H13 0.966
6 H -0.640 -0.492 2.790  O1 0.942
7 H -1.147 0.172 0.877  C2 1.060
8 H 0.573 -0.757 0.833  C2 1.157
9 H 1.264 1.828 0.710  C3 1.076
10 H -0.681 2.045 0.697  C3 1.190
11 H -0.600 0.736 -1.474  C4 1.102
12 H 1.083 0.501 -1.313  C4 1.061
13 H -0.029 2.739 -2.586  O5 0.966
14 O -0.030 -3.896 -0.611  H15 1.043, H16 0.989
15 H 0.218 -4.776 -0.110  O14 1.043
16 H -0.991 -3.715 -0.757  O14 0.989

- SMILES: OCCCO.O
- E_HOMO: -10.37 eV
- Relative energy (zero: lowest compared OMol25 entry of this formula, charge and spin): 204.9 kJ/mol
- Largest force on an atom: 3.6 eV Å⁻¹

---

[6]
# C3H10O3

3 unconnected molecules or ions with the total composition C3H10O3 (ωB97M-V/def2-TZVPD, the OMol25 dataset).

Bonds (Å) are listed after each position.
Positions of all 16 atoms, in Å:
1 C -0.733 1.361 -0.555  C2 1.361, H5 1.078, H6 1.084
2 C 0.126 0.783 0.330  C1 1.361, C3 1.483, O4 1.366
3 C -0.124 0.713 1.789  C2 1.483, H7 1.091, H8 1.139, H9 1.116
4 O 1.224 0.217 -0.254  C2 1.366, H10 0.960
5 H -1.334 2.241 -0.402  C1 1.078
6 H -0.670 0.957 -1.559  C1 1.084
7 H -0.364 -0.248 2.244  C3 1.091
8 H 0.642 1.010 2.579  C3 1.139
9 H -1.081 1.264 1.951  C3 1.116
10 H 1.657 0.802 -0.880  O4 0.960
11 O -2.511 -1.988 1.472  H12 0.964, H13 0.963
12 H -1.820 -1.755 0.842  O11 0.964
13 H -2.667 -2.917 1.270  O11 0.963
14 O 2.555 -0.676 -2.628  H15 0.962, H16 0.954
15 H 3.114 -0.359 -3.344  O14 0.962
16 H 1.985 -1.406 -2.855  O14 0.954

- SMILES: C=C(C)O.O.O
- E_HOMO: -8.48 eV
- Relative energy (zero: lowest compared OMol25 entry of this formula, charge and spin): 151.4 kJ/mol
- Largest force on an atom: 2.3 eV Å⁻¹

---

[7]
# C3H10O3

2 unconnected molecules or ions with the total composition C3H10O3 (ωB97M-V/def2-TZVPD, the OMol25 dataset).

Bonds (Å) are listed after each position.
Positions of all 16 atoms, in Å:
1 O 0.432 -2.360 -0.857  C2 1.420, H6 0.959
2 C 0.103 -1.220 -0.078  O1 1.420, C3 1.515, H7 1.086, H8 1.090
3 C 0.243 0.013 -0.946  C2 1.515, C4 1.516, H9 1.093, H10 1.095
4 C 0.144 1.356 -0.250  C3 1.516, O5 1.440, H11 1.087, H12 1.091
5 O 0.015 2.380 -1.255  C4 1.440, H13 0.959
6 H -0.124 -3.099 -0.603  O1 0.959
7 H -0.955 -1.253 0.164  C2 1.086
8 H 0.661 -1.177 0.858  C2 1.090
9 H 1.180 -0.016 -1.508  C3 1.093
10 H -0.533 -0.031 -1.717  C3 1.095
11 H -0.694 1.494 0.428  C4 1.087
12 H 1.078 1.545 0.282  C4 1.091
13 H 0.900 2.686 -1.462  O5 0.959
14 O -0.705 -0.129 2.791  H15 0.962, H16 0.964
15 H -0.733 0.729 3.224  O14 0.962
16 H -1.605 -0.419 2.605  O14 0.964

- SMILES: OCCCO.O
- E_HOMO: -10.06 eV
- Relative energy (zero: lowest compared OMol25 entry of this formula, charge and spin): 62.8 kJ/mol
- Largest force on an atom: 1.0 eV Å⁻¹

---

[8]
# C3H10O3S

3 unconnected molecules or ions with the total composition C3H10O3S (ωB97M-V/def2-TZVPD, the OMol25 dataset).

Bonds (Å) are listed after each position.
Positions of all 17 atoms, in Å:
1 C 0.178 0.549 -0.056  O2 1.407, C3 1.530, H6 1.175, H7 1.085
2 O 1.304 0.672 0.779  C1 1.407
3 C -0.554 -0.711 0.409  C1 1.530, C4 1.594, H8 1.116, H9 1.074
4 C -1.872 -0.709 -0.488  C3 1.594, S5 1.894, H10 1.111, H11 1.103
5 S -2.618 -2.264 -1.271  C4 1.894
6 H -0.642 1.384 0.044  C1 1.175
7 H 0.539 0.660 -1.074  C1 1.085
8 H -0.657 -0.751 1.519  C3 1.116
9 H 0.031 -1.510 -0.007  C3 1.074
10 H -1.904 0.139 -1.205  C4 1.111
11 H -2.692 -0.439 0.198  C4 1.103
12 H 3.193 -0.188 -1.395  O14 1.033
13 H 2.085 -0.999 -2.427  O14 0.949
14 O 2.985 -0.809 -2.194  H12 1.033, H13 0.949
15 H 0.898 1.360 1.985  O17 1.060
16 H -0.579 1.838 2.425  O17 0.946
17 O 0.305 1.779 2.757  H15 1.060, H16 0.946

- Net charge: -2
- E_HOMO: 0.49 eV
- Relative energy (zero: lowest compared OMol25 entry of this formula, charge and spin): 183.5 kJ/mol
- Largest force on an atom: 3.6 eV Å⁻¹

---

[9]
# C3H10O3S

3 unconnected molecules or ions with the total composition C3H10O3S (ωB97M-V/def2-TZVPD, the OMol25 dataset).

Bonds (Å) are listed after each position.
Positions of all 17 atoms, in Å:
1 C -0.211 -0.798 -0.037  O2 1.379, C3 1.575, H6 1.108, H7 1.115
2 O -0.878 -1.987 -0.243  C1 1.379
3 C -0.959 0.143 0.981  C1 1.575, C4 1.520, H8 1.088, H9 1.103
4 C -0.198 1.445 1.174  C3 1.520, S5 1.772, H10 1.096, H11 1.113
5 S -0.702 2.647 2.374  C4 1.772
6 H 0.734 -1.057 0.479  C1 1.108
7 H -0.206 -0.126 -0.927  C1 1.115
8 H -1.066 -0.479 1.866  C3 1.088
9 H -1.959 0.423 0.611  C3 1.103
10 H -0.259 2.038 0.253  C4 1.096
11 H 0.846 1.140 1.415  C4 1.113
12 H 1.844 1.318 0.163  O14 0.970
13 H 1.522 0.580 -1.066  O14 0.964
14 O 2.296 0.892 -0.583  H12 0.970, H13 0.964
15 H -0.753 -2.353 -1.521  O17 1.172
16 H 0.307 -1.591 -2.323  O17 0.970
17 O -0.357 -2.234 -2.617  H15 1.172, H16 0.970

- Net charge: -2
- E_HOMO: 0.23 eV
- Relative energy (zero: lowest compared OMol25 entry of this formula, charge and spin): 129.3 kJ/mol
- Largest force on an atom: 2.4 eV Å⁻¹

---

[10]
# C3H10O3S2

3 unconnected molecules or ions with the total composition C3H10O3S2 (ωB97M-V/def2-TZVPD, the OMol25 dataset).

Bonds (Å) are listed after each position.
Positions of all 18 atoms, in Å:
1 O 3.114 0.512 1.868  C2 1.199
2 C 2.316 0.322 0.993  O1 1.199, C3 1.517, H7 1.104
3 C 1.047 -0.485 1.189  C2 1.517, C4 1.527, H8 1.085, H9 1.083
4 C -0.137 0.474 1.082  C3 1.527, S5 1.823, H10 1.089, H11 1.093
5 S -1.665 -0.476 1.374  C4 1.823, S6 2.066
6 S -3.123 0.973 1.162  S5 2.066, H12 1.344
7 H 2.433 0.717 -0.031  C2 1.104
8 H 1.098 -0.950 2.168  C3 1.085
9 H 0.997 -1.243 0.417  C3 1.083
10 H -0.166 0.910 0.085  C4 1.089
11 H -0.085 1.270 1.829  C4 1.093
12 H -3.172 0.979 -0.181  S6 1.344
13 O -1.423 -1.155 -1.837  H14 0.973, H15 0.963
14 H -1.608 -1.056 -0.887  O13 0.973
15 H -2.256 -1.132 -2.319  O13 0.963
16 O 1.024 0.258 -1.973  H17 0.969, H18 0.974
17 H 1.398 0.341 -2.863  O16 0.969
18 H 0.206 -0.260 -2.076  O16 0.974

- SMILES: O=CCCSS.O.O
- E_HOMO: -9.57 eV
- Relative energy (zero: lowest compared OMol25 entry of this formula, charge and spin): 0.0 kJ/mol
- Largest force on an atom: 0.6 eV Å⁻¹

---

[11]
# C3H10OP2S2

C3H10OP2S2 in the gas phase (ωB97M-V/def2-TZVPD, the OMol25 dataset).

Bonds (Å) are listed after each position.
Positions of all 18 atoms, in Å:
1 C 1.521 0.991 2.030  S2 1.823, H9 1.103, H10 1.120, H11 1.115
2 S -0.154 1.564 1.599  C1 1.823, P3 2.052
3 P -0.166 0.205 0.061  S2 2.052, C4 1.868, C5 1.916, P6 2.544
4 C -1.905 -0.468 0.173  P3 1.868, H12 1.092, H13 1.139, H14 1.145
5 C -0.677 1.189 -1.502  P3 1.916, H15 1.017, H16 1.080, H17 1.128
6 P 0.909 -1.519 -1.470  P3 2.544, O7 1.594, S8 1.953
7 O 1.741 -2.172 -0.277  P6 1.594, H18 0.974
8 S -0.447 -2.851 -1.921  P6 1.953
9 H 1.683 0.161 1.322  C1 1.103
10 H 2.324 1.769 1.954  C1 1.120
11 H 1.488 0.694 3.105  C1 1.115
12 H -1.925 -1.230 0.954  C4 1.092
13 H -2.680 0.361 0.272  C4 1.139
14 H -1.986 -0.918 -0.876  C4 1.145
15 H -0.381 2.157 -1.411  C5 1.017
16 H -0.139 0.733 -2.320  C5 1.080
17 H -1.782 1.103 -1.713  C5 1.128
18 H 2.576 -1.768 0.019  O7 0.974

- SMILES: CSP(C)(C)=P(O)=S
- E_HOMO: -8.28 eV
- Relative energy (zero: lowest compared OMol25 entry of this formula, charge and spin): 113.1 kJ/mol
- Largest force on an atom: 4.6 eV Å⁻¹

---

[12]
# C3H10OS

2 unconnected molecules or ions with the total composition C3H10OS (ωB97M-V/def2-TZVPD, the OMol25 dataset).

Bonds (Å) are listed after each position.
Positions of all 15 atoms, in Å:
1 C -0.363 -0.793 1.945  S2 1.826, H4 1.099, H5 1.138, H6 1.055
2 S 0.876 0.532 2.158  C1 1.826, C3 1.753
3 C 1.372 1.281 0.653  S2 1.753, H7 1.157, H8 1.016, H9 1.147
4 H -0.952 -0.768 1.017  C1 1.099
5 H 0.239 -1.757 1.919  C1 1.138
6 H -1.090 -0.804 2.710  C1 1.055
7 H 2.388 0.764 0.455  C3 1.157
8 H 1.684 2.227 0.852  C3 1.016
9 H 0.716 1.298 -0.288  C3 1.147
10 C -1.002 -0.418 -1.593  O11 1.346, H12 1.088, H13 1.110, H14 1.156
11 O -0.779 0.154 -2.791  C10 1.346, H15 0.948
12 H -1.937 0.019 -1.252  C10 1.088
13 H -1.008 -1.524 -1.687  C10 1.110
14 H -0.165 -0.352 -0.798  C10 1.156
15 H 0.021 0.140 -3.300  O11 0.948

- SMILES: CSC.CO
- E_HOMO: -8.27 eV
- Relative energy (zero: lowest compared OMol25 entry of this formula, charge and spin): 192.6 kJ/mol
- Largest force on an atom: 4.8 eV Å⁻¹

---

- Which formula does entry 8 have?
  C3H10O3S

---

- Which formula does entry 5 have?
  C3H10O3

---

Copy entry 4 word for word.
# C3H10O2S2

2 unconnected molecules or ions with the total composition C3H10O2S2 (ωB97M-V/def2-TZVPD, the OMol25 dataset).

Bonds (Å) are listed after each position.
Positions of all 17 atoms, in Å:
1 O 2.312 0.108 0.732  C2 1.477, H7 0.962
2 C 2.098 1.249 -0.180  O1 1.477, C3 1.532, H8 1.205, H9 1.106
3 C 0.731 1.652 -0.743  C2 1.532, C4 1.604, H10 1.104, H11 1.118
4 C -0.075 0.366 -1.260  C3 1.604, S5 1.789, H12 1.119, H13 1.088
5 S -1.700 0.489 -0.523  C4 1.789, S6 2.092
6 S -1.374 -0.600 1.232  S5 2.092, H14 1.344
7 H 2.559 0.549 1.551  O1 0.962
8 H 2.706 2.208 0.221  C2 1.205
9 H 2.749 1.070 -1.056  C2 1.106
10 H 0.301 2.016 0.207  C3 1.104
11 H 0.774 2.328 -1.634  C3 1.118
12 H -0.111 0.132 -2.353  C4 1.119
13 H 0.437 -0.500 -0.845  C4 1.088
14 H -2.599 -1.153 1.201  S6 1.344
15 O 0.729 -2.567 -0.255  H16 0.956, H17 0.966
16 H 1.059 -1.746 0.107  O15 0.956
17 H 0.454 -3.057 0.531  O15 0.966

- SMILES: OCCCSS.O
- E_HOMO: -8.24 eV
- Relative energy (zero: lowest compared OMol25 entry of this formula, charge and spin): 142.1 kJ/mol
- Largest force on an atom: 4.6 eV Å⁻¹

---

- What is the formula in the sixth record?
  C3H10O3